No. 1
{"formula": "C39H57BrClF2MoN2OSi4Te", "method": "ωB97M-V/def2-TZVPD", "e_above_lowest_kcal_mol": 13.5, "charge": 1, "multiplicity": 3, "energy_ev": -175054.41096, "elements": ["Mo", "C", "C", "C", "C", "C", "C", "C", "Br", "C", "O", "C", "C", "C", "C", "C", "C", "H", "H", "H", "H", "H", "H", "H", "H", "H", "H", "H", "H", "H", "H", "H", "H", "H", "H", "H", "H", "F", "C", "C", "C", "C", "C", "F", "C", "C", "C", "C", "C", "C", "N", "H", "H", "H", "H", "H", "H", "C", "Si", "C", "C", "Si", "Te", "Si", "C", "C", "C", "Si", "C", "C", "C", "H", "H", "H", "H", "H", "H", "H", "H", "H", "H", "H", "H", "H", "H", "H", "H", "H", "H", "H", "H", "H", "H", "H", "H", "H", "H", "H", "Cl", "C", "C", "C", "C", "N", "C", "H", "H", "H", "H"], "xyz": [[-1.041, -1.627, -0.630], [5.177, -1.750, 4.728], [3.665, -1.774, 4.940], [3.265, -0.520, 5.730], [3.308, -3.026, 5.753], [2.899, -1.800, 3.617], [1.505, -1.807, 3.632], [0.825, -1.837, 2.439], [-1.079, -1.857, 2.481], [1.463, -1.867, 1.191], [0.723, -1.909, 0.077], [2.861, -1.848, 1.150], [3.527, -1.819, 2.383], [3.727, -1.838, -0.119], [4.615, -3.091, -0.118], [4.608, -0.577, -0.105], [2.950, -1.823, -1.438], [5.675, -1.729, 5.698], [5.499, -0.866, 4.174], [5.530, -2.638, 4.199], [3.808, -0.484, 6.677], [2.199, -0.510, 5.961], [3.498, 0.387, 5.170], [3.841, -3.020, 6.706], [3.584, -3.934, 5.215], [2.240, -3.075, 5.972], [0.956, -1.794, 4.563], [4.606, -1.810, 2.358], [5.260, -3.140, 0.760], [5.256, -3.093, -1.002], [4.006, -3.998, -0.138], [5.264, -0.536, 0.764], [3.992, 0.324, -0.105], [5.238, -0.559, -0.997], [2.332, -2.712, -1.563], [3.675, -1.799, -2.255], [2.310, -0.943, -1.526], [0.643, -1.549, -5.791], [-0.396, -1.538, -4.951], [-0.155, -1.629, -3.590], [-1.234, -1.615, -2.721], [-2.553, -1.528, -3.222], [-2.721, -1.430, -4.600], [-3.954, -1.335, -5.128], [-1.664, -1.432, -5.487], [-3.637, -1.576, -2.228], [-5.005, -1.472, -2.474], [-5.892, -1.583, -1.418], [-5.423, -1.801, -0.131], [-4.059, -1.872, 0.053], [-3.194, -1.755, -0.960], [0.867, -1.690, -3.240], [-1.827, -1.355, -6.552], [-5.360, -1.307, -3.476], [-6.955, -1.502, -1.604], [-6.089, -1.904, 0.713], [-3.627, -2.018, 1.034], [2.178, 3.161, -1.465], [0.586, 3.912, -2.104], [0.741, 5.772, -2.256], [0.147, 3.145, -3.753], [-1.132, 3.440, -0.557], [-1.054, 0.938, -0.536], [-3.340, 3.799, -1.306], [-3.561, 2.959, -2.965], [-3.608, 5.645, -1.450], [-4.534, 3.047, -0.076], [-0.678, 3.874, 1.716], [-2.024, 3.117, 2.771], [0.968, 3.101, 2.160], [-0.625, 5.734, 1.935], [2.956, 3.253, -2.227], [2.050, 2.099, -1.242], [2.532, 3.658, -0.562], [1.532, 6.026, -2.966], [0.992, 6.236, -1.300], [-0.185, 6.224, -2.616], [0.990, 3.255, -4.441], [-0.718, 3.627, -4.209], [-0.069, 2.080, -3.649], [-2.954, 3.424, -3.743], [-4.608, 3.027, -3.272], [-3.287, 1.902, -2.915], [-2.913, 6.098, -2.160], [-3.480, 6.146, -0.489], [-4.622, 5.851, -1.800], [-4.305, 1.995, 0.107], [-5.551, 3.111, -0.472], [-4.516, 3.568, 0.882], [-2.137, 2.052, 2.559], [-2.987, 3.602, 2.617], [-1.759, 3.226, 3.827], [0.987, 2.035, 1.921], [1.138, 3.207, 3.235], [1.800, 3.580, 1.641], [-1.577, 6.198, 1.672], [0.153, 6.192, 1.321], [-0.412, 5.981, 2.978], [0.526, -6.828, 1.351], [-0.436, -5.992, 0.194], [-1.217, -6.676, -0.720], [-1.963, -5.939, -1.625], [-1.902, -4.559, -1.583], [-1.147, -3.903, -0.692], [-0.423, -4.608, 0.184], [-1.235, -7.757, -0.723], [-2.583, -6.423, -2.365], [-2.454, -3.957, -2.288], [0.187, -4.062, 0.889]]}

---

No. 2
{"formula": "C3H9NO2S2", "method": "ωB97M-V/def2-TZVPD", "e_above_lowest_kcal_mol": 122.6, "energy_ev": -30508.04586, "elements": ["N", "C", "C", "O", "C", "S", "S", "H", "H", "H", "H", "H", "H", "H", "H", "H", "O"], "xyz": [[-0.437, 1.773, -0.746], [-0.464, 1.133, 0.472], [-2.012, 0.630, 0.811], [-2.840, 0.508, -0.074], [-0.654, -0.286, 0.705], [2.418, 0.649, 0.510], [2.018, -1.004, -0.516], [-0.056, 2.697, -0.734], [0.017, 1.240, -1.468], [0.166, 1.628, 1.233], [-2.358, 0.797, 1.833], [-0.333, -0.638, 1.674], [-0.643, -0.902, -0.189], [2.139, -1.940, 0.444], [-3.443, -2.528, -0.681], [-2.969, -1.080, -0.590], [-2.708, -1.956, -0.927]]}

---

No. 3
{"formula": "C5H13N3", "method": "ωB97M-V/def2-TZVPD", "e_above_lowest_kcal_mol": 42.9, "energy_ev": -9864.50428, "smiles": "C/C=N/N.CC(C)=N", "elements": ["C", "C", "N", "N", "H", "H", "H", "H", "H", "H", "C", "C", "C", "N", "H", "H", "H", "H", "H", "H", "H"], "xyz": [[2.389, -1.730, -0.267], [1.870, -0.336, -0.385], [1.449, 0.269, 0.665], [1.228, 1.599, 0.626], [2.141, -2.305, -1.160], [3.475, -1.721, -0.170], [1.969, -2.211, 0.614], [2.175, 0.228, -1.276], [1.213, 2.038, -0.295], [0.461, 1.882, 1.219], [-1.444, -0.877, 0.674], [-1.513, 0.258, -0.380], [-2.354, 1.430, 0.015], [-0.903, 0.253, -1.470], [-0.690, -0.618, 1.422], [-1.181, -1.830, 0.225], [-2.410, -0.954, 1.167], [-2.149, 1.725, 1.045], [-3.406, 1.151, -0.050], [-2.166, 2.263, -0.661], [-0.153, -0.514, -1.561]]}

---

No. 4
{"formula": "C4H14N3O", "method": "ωB97M-V/def2-TZVPD", "e_above_lowest_kcal_mol": 142.0, "charge": 1, "energy_ev": -10882.00445, "elements": ["C", "C", "C", "C", "N", "N", "N", "H", "H", "H", "H", "H", "H", "H", "H", "H", "H", "H", "H", "H", "H", "O"], "xyz": [[-0.674, -1.316, 1.010], [0.301, -0.581, 1.928], [0.531, 0.712, 1.182], [-0.181, 1.851, 1.746], [-0.045, 3.034, 1.226], [1.150, 0.785, 0.083], [0.073, -2.010, 0.009], [-1.189, -2.053, 1.619], [-1.360, -0.609, 0.503], [-0.147, -0.374, 2.902], [1.190, -1.204, 2.038], [-0.455, 1.886, 2.797], [-0.114, 0.968, -1.236], [-0.711, 3.708, 1.594], [-0.145, 3.026, 0.206], [2.162, 0.849, 0.140], [0.547, -2.783, -6.052], [-0.391, -2.597, -0.656], [1.010, -1.686, -0.145], [-0.843, 0.560, -2.544], [0.277, -3.027, -6.707], [-0.987, 0.861, -1.643]]}

---

No. 5
{"formula": "C3H6FN3", "method": "ωB97M-V/def2-TZVPD", "e_above_lowest_kcal_mol": 31.0, "energy_ev": -10394.27020, "smiles": "[H]/N=C/N(N)/C=C/F", "elements": ["H", "N", "C", "N", "N", "C", "C", "F", "H", "H", "H", "H", "H"], "xyz": [[-0.093, -0.321, -3.301], [0.322, -0.533, -2.390], [-0.316, 0.074, -1.470], [0.055, -0.059, -0.154], [1.159, -0.860, 0.175], [-0.626, 0.585, 0.885], [-0.288, 0.483, 2.171], [-1.011, 1.142, 3.104], [-1.198, 0.695, -1.616], [1.001, -1.772, -0.191], [1.955, -0.516, -0.345], [-1.491, 1.165, 0.562], [0.535, -0.083, 2.570]]}

---

No. 6
{"formula": "C30H60O12", "method": "ωB97M-V/def2-TZVPD", "e_above_lowest_kcal_mol": 271.0, "energy_ev": -56641.62417, "smiles": "CCOC(C)=O.CCOC(C)=O.CCOC(C)=O.CC(C)=O.CC(C)=O.CC(C)=O.CC(C)=O.CC(C)=O.CC(C)=O", "elements": ["C", "C", "O", "C", "C", "O", "H", "H", "H", "H", "H", "H", "H", "H", "C", "C", "O", "C", "C", "O", "H", "H", "H", "H", "H", "H", "H", "H", "C", "C", "O", "C", "C", "O", "H", "H", "H", "H", "H", "H", "H", "H", "C", "C", "C", "O", "H", "H", "H", "H", "H", "H", "C", "C", "C", "O", "H", "H", "H", "H", "H", "H", "C", "C", "C", "O", "H", "H", "H", "H", "H", "H", "C", "C", "C", "O", "H", "H", "H", "H", "H", "H", "C", "C", "C", "O", "H", "H", "H", "H", "H", "H", "C", "C", "C", "O", "H", "H", "H", "H", "H", "H"], "xyz": [[24.043, 42.705, 17.268], [22.852, 43.082, 18.083], [22.538, 44.391, 17.680], [21.490, 44.972, 18.249], [21.527, 46.454, 17.982], [20.549, 44.456, 18.827], [23.814, 42.492, 16.215], [24.308, 41.767, 17.754], [24.705, 43.522, 17.185], [22.056, 42.444, 17.988], [23.144, 43.022, 19.175], [22.400, 46.842, 18.314], [20.587, 46.855, 18.284], [21.406, 46.392, 16.964], [22.205, 39.369, 16.042], [23.438, 38.509, 16.299], [24.595, 39.438, 16.155], [25.817, 38.981, 16.547], [26.933, 40.026, 16.476], [26.052, 37.828, 16.833], [22.065, 39.547, 14.825], [22.207, 40.056, 16.876], [21.323, 38.706, 16.318], [23.515, 38.050, 17.173], [23.371, 37.830, 15.451], [26.798, 40.678, 17.408], [26.825, 40.924, 15.634], [27.964, 39.708, 16.584], [26.444, 42.557, 25.508], [25.631, 43.499, 24.716], [24.566, 42.704, 24.095], [23.459, 43.525, 23.686], [22.477, 42.694, 22.902], [23.229, 44.655, 23.867], [26.812, 41.769, 24.531], [25.801, 42.032, 26.283], [27.181, 43.122, 25.998], [25.338, 44.353, 25.619], [26.029, 44.070, 23.854], [22.933, 42.410, 22.035], [21.402, 43.145, 22.775], [22.140, 41.868, 23.409], [19.970, 45.028, 14.811], [21.154, 45.064, 13.955], [21.997, 43.830, 14.173], [21.402, 46.002, 13.130], [19.772, 46.095, 15.253], [19.978, 44.156, 15.701], [18.981, 45.091, 14.172], [22.983, 43.724, 13.661], [21.453, 42.932, 13.574], [22.054, 43.587, 15.334], [25.869, 43.548, 20.774], [27.069, 43.784, 19.950], [28.022, 44.992, 20.357], [27.249, 43.080, 19.003], [25.903, 43.463, 21.880], [25.274, 42.841, 20.341], [25.377, 44.412, 20.680], [27.438, 46.021, 20.699], [28.846, 45.121, 19.627], [28.630, 44.838, 21.255], [20.654, 39.115, 21.643], [20.951, 40.180, 20.696], [19.788, 41.145, 20.399], [22.189, 40.479, 20.387], [19.784, 39.128, 22.147], [21.662, 39.131, 22.212], [20.674, 38.107, 21.258], [19.034, 40.568, 19.912], [19.882, 42.002, 19.655], [19.169, 41.444, 21.334], [24.471, 46.230, 15.344], [24.358, 47.243, 14.176], [23.479, 48.468, 14.365], [24.897, 46.990, 13.006], [24.998, 46.664, 16.170], [25.138, 45.390, 15.510], [23.463, 45.996, 15.712], [22.503, 47.999, 14.568], [23.566, 49.220, 13.630], [23.694, 49.066, 15.248], [21.715, 46.568, 21.700], [21.166, 47.860, 21.255], [19.668, 48.147, 21.319], [21.956, 48.705, 20.519], [22.835, 46.651, 21.638], [21.366, 45.821, 21.012], [21.209, 46.287, 22.704], [19.430, 47.963, 22.256], [18.920, 47.477, 20.741], [19.497, 49.233, 21.141], [18.056, 49.459, 16.076], [19.532, 49.670, 16.625], [19.768, 49.927, 18.170], [20.541, 49.885, 15.806], [18.092, 48.808, 15.356], [17.610, 50.390, 15.639], [17.398, 49.309, 16.843], [19.195, 50.859, 18.510], [20.783, 49.935, 18.475], [19.247, 49.058, 18.553]]}

---

No. 7
{"formula": "C5H8O", "method": "ωB97M-V/def2-TZVPD", "e_above_lowest_kcal_mol": 128.9, "energy_ev": -7356.66764, "elements": ["C", "C", "C", "C", "C", "O", "H", "H", "H", "H", "H", "H", "H", "H"], "xyz": [[-1.760, -2.157, 0.742], [-0.704, -1.290, 0.550], [-0.009, -0.383, -0.076], [0.111, 1.076, 0.179], [1.371, 1.664, -0.467], [1.489, 1.244, -1.802], [-0.261, -2.377, 0.468], [-1.702, -2.955, 1.477], [-2.664, -2.103, 0.134], [-0.770, 1.510, -0.323], [0.041, 1.348, 1.241], [1.321, 2.759, -0.470], [2.254, 1.372, 0.127], [1.283, 0.293, -1.780]]}

---

No. 8
{"formula": "C16H15N5O3S2", "method": "ωB97M-V/def2-TZVPD", "e_above_lowest_kcal_mol": 0.0, "energy_ev": -52100.02696, "smiles": "Cn1c(=O)c(C(=O)CSc2nncs2)c(N)n(Cc2ccccc2)c1=O", "elements": ["C", "N", "C", "O", "C", "C", "O", "C", "S", "C", "N", "N", "C", "S", "C", "N", "N", "C", "C", "C", "C", "C", "C", "C", "C", "O", "H", "H", "H", "H", "H", "H", "H", "H", "H", "H", "H", "H", "H", "H", "H"], "xyz": [[1.848, 3.385, -2.025], [1.561, 2.062, -1.494], [0.800, 1.183, -2.277], [0.417, 1.548, -3.371], [0.548, -0.107, -1.680], [-0.299, -1.082, -2.335], [-0.487, -2.214, -1.895], [-1.009, -0.659, -3.603], [-2.275, -1.882, -4.073], [-3.380, -1.708, -2.766], [-4.438, -2.436, -2.646], [-5.179, -2.140, -1.595], [-4.718, -1.185, -0.880], [-3.226, -0.505, -1.467], [1.103, -0.412, -0.423], [0.950, -1.615, 0.118], [1.828, 0.524, 0.250], [2.398, 0.222, 1.558], [1.344, -0.059, 2.599], [1.509, -1.099, 3.507], [0.545, -1.347, 4.469], [-0.596, -0.565, 4.525], [-0.766, 0.472, 3.623], [0.200, 0.727, 2.667], [2.073, 1.801, -0.259], [2.711, 2.614, 0.370], [1.409, 3.442, -3.018], [1.418, 4.146, -1.374], [2.926, 3.535, -2.075], [-0.302, -0.617, -4.432], [-1.471, 0.324, -3.509], [-5.190, -0.815, 0.007], [1.175, -1.795, 1.082], [0.355, -2.250, -0.430], [2.967, 1.115, 1.840], [3.096, -0.617, 1.465], [2.400, -1.710, 3.468], [0.685, -2.153, 5.172], [-1.350, -0.761, 5.272], [-1.651, 1.088, 3.666], [0.072, 1.544, 1.972]]}

---

No. 9
{"formula": "H28NeO14", "method": "ωB97M-V/def2-TZVPD", "e_above_lowest_kcal_mol": 9.5, "energy_ev": -32629.89656, "elements": ["Ne", "O", "H", "H", "O", "H", "H", "O", "H", "H", "O", "H", "H", "O", "H", "H", "O", "H", "H", "O", "H", "H", "O", "H", "H", "O", "H", "H", "O", "H", "H", "O", "H", "H", "O", "H", "H", "O", "H", "H", "O", "H", "H"], "xyz": [[-0.133, 0.109, -0.086], [0.227, 3.595, -1.599], [0.329, 3.282, -2.498], [0.536, 4.500, -1.623], [1.201, -2.354, -3.220], [1.051, -1.433, -3.010], [1.849, -2.644, -2.577], [-1.389, -1.895, -2.153], [-1.721, -2.717, -1.794], [-0.499, -2.100, -2.439], [-2.923, 1.206, 2.365], [-3.524, 1.879, 2.044], [-2.845, 0.588, 1.638], [1.552, 3.202, 1.301], [1.833, 3.937, 1.847], [0.995, 3.600, 0.632], [0.390, -1.505, 3.470], [0.178, -0.572, 3.444], [-0.223, -1.907, 2.854], [1.615, 0.454, -2.829], [2.137, 0.985, -2.227], [0.980, 1.066, -3.200], [-0.336, 1.434, 3.334], [-1.256, 1.476, 3.073], [0.133, 1.892, 2.636], [-2.958, 0.483, -1.669], [-3.553, 0.576, -2.413], [-2.253, -0.078, -1.994], [2.424, -3.237, -0.386], [2.445, -2.482, 0.202], [3.344, -3.429, -0.563], [2.722, -0.966, 1.136], [2.743, -0.167, 0.610], [2.379, -0.687, 1.985], [3.081, 1.447, -0.233], [3.580, 2.027, -0.809], [2.481, 2.030, 0.232], [-3.585, -1.104, 0.513], [-4.441, -1.430, 0.233], [-3.265, -0.600, -0.235], [-1.557, -2.932, 1.647], [-1.420, -3.171, 0.731], [-2.324, -2.359, 1.634]]}

---

No. 10
{"formula": "C5H8O3S", "method": "ωB97M-V/def2-TZVPD", "e_above_lowest_kcal_mol": 133.3, "energy_ev": -22286.67558, "elements": ["C", "C", "C", "C", "C", "O", "O", "O", "S", "H", "H", "H", "H", "H", "H", "H", "H"], "xyz": [[0.240, -1.636, 2.454], [-0.283, -0.568, 1.764], [0.045, -1.369, -1.711], [-0.141, -0.381, 0.369], [0.562, 1.907, -1.120], [-1.238, 2.056, 0.755], [-1.828, 0.864, -1.347], [0.069, -1.370, -0.410], [-0.865, 1.148, -0.333], [0.092, -1.749, 3.525], [0.762, -2.559, 1.952], [-0.373, 0.301, 2.285], [-0.055, -0.397, -2.321], [0.536, -2.352, -2.147], [0.421, 2.963, -0.678], [1.494, 1.317, -0.813], [0.562, 1.825, -2.226]]}

---

No. 11
{"formula": "C4H4", "method": "ωB97M-V/def2-TZVPD", "e_above_lowest_kcal_mol": 177.6, "energy_ev": -4202.45696, "elements": ["C", "C", "C", "C", "H", "H", "H", "H"], "xyz": [[-1.950, 0.599, 0.025], [-1.042, -0.270, 0.088], [1.920, 0.224, -0.244], [-0.168, -1.211, -0.034], [-2.071, 1.727, -0.162], [1.810, 0.190, 0.813], [1.376, 1.032, -0.539], [0.126, -2.290, 0.052]]}

---

No. 12
{"formula": "C7H16O2", "method": "ωB97M-V/def2-TZVPD", "e_above_lowest_kcal_mol": 98.5, "energy_ev": -11609.97893, "elements": ["C", "C", "C", "C", "C", "C", "C", "O", "O", "H", "H", "H", "H", "H", "H", "H", "H", "H", "H", "H", "H", "H", "H", "H", "H"], "xyz": [[-0.379, 0.705, -0.614], [0.683, 0.002, 1.431], [0.786, -0.756, 0.250], [-0.467, 0.083, -2.001], [0.386, 2.015, -0.675], [-1.754, 0.859, -0.002], [0.087, -2.083, 0.126], [2.067, -1.378, 1.905], [-0.268, -0.180, 2.360], [-0.472, -1.125, 2.419], [2.870, -0.900, 2.150], [1.170, 0.964, 1.518], [1.662, -0.566, -0.353], [0.518, -0.089, -2.438], [-1.000, 0.768, -2.672], [-1.013, -0.859, -1.999], [0.336, 2.571, 0.262], [1.436, 1.856, -0.933], [-0.037, 2.664, -1.451], [-1.723, 1.344, 0.973], [-2.387, 1.474, -0.653], [-2.258, -0.103, 0.110], [-0.995, -1.975, 0.222], [0.298, -2.541, -0.838], [0.454, -2.750, 0.906]]}